No. 1
This record from the OMol25 dataset describes a cluster of 2 separate species, C4H9O2 in total. The level of theory is ωB97M-V/def2-TZVPD.

```
15
Properties=species:S:1:pos:R:3:nbo_charge:R:1
H -0.3209 -1.8617 -2.1494 0.19
H 1.2248 2.8815 0.3793 0.19
H 0.7355 0.8438 1.6804 0.26
H 2.1186 1.8993 2.2977 0.17
O -2.4131 -1.0926 -0.3394 -0.78
H 2.4314 0.3462 1.5345 0.20
C 1.8723 1.2319 1.5339 -0.62
H 2.9089 2.2872 0.0609 0.18
C -1.2002 -0.9325 -0.2920 0.80
H 1.4993 1.3893 -0.5899 0.22
H -0.8113 -0.2098 -2.5708 0.18
H 0.4878 -0.4480 -1.5035 0.19
C 1.8810 2.0155 0.2278 -0.60
O -0.4450 -0.8833 0.6721 -0.79
C -0.4547 -0.8685 -1.7698 -0.77
```

Values from the calculation:
Max |F|: 0.095 hartree/bohr
Total charge: -1
Molecular weight: 89.11 g/mol
Orbital gap: 7.814 eV
E_tot: -308.31766 Ha
Energy above the lowest of the compared OMol25 structures with the same formula, charge and spin: 71.5 kJ/mol

No. 2
This record from the OMol25 dataset describes a cluster of 3 separate species, C4H8NO2S in total. The level of theory is ωB97M-V/def2-TZVPD.

```
16
Properties=species:S:1:pos:R:3:nbo_charge:R:1
C -0.8861 0.3925 0.7051 0.00
H 0.4265 -0.1150 -1.0871 0.28
H 0.7783 -1.3826 0.9682 0.37
C 0.3875 -0.3301 1.2234 -0.34
H 3.7547 -1.0544 -0.6847 0.00
H 1.6999 -3.4421 1.1931 0.43
C 0.4079 0.4194 -0.1500 -0.34
O 1.7298 -2.5363 0.8195 -1.11
H 3.7645 -0.6736 -0.0517 0.00
C -2.2877 -0.6041 -0.9072 0.47
H -1.0794 1.3082 1.2365 0.20
O -1.7880 -0.1102 -1.9263 -0.73
N -2.0199 -0.3548 0.3736 -0.58
H 0.9966 0.2318 1.9225 0.20
S 1.3217 1.8555 -0.1167 0.09
H -3.1009 -1.3583 -0.9836 0.08
```

Values from the calculation:
Max |F|: 0.093 hartree/bohr
Total charge: -1
Molecular weight: 134.18 g/mol
Orbital gap: 5.111 eV
E_tot: -760.44261 Ha
Energy above the lowest of the compared OMol25 structures with the same formula, charge and spin: 709.6 kJ/mol

No. 3
This record from the OMol25 dataset describes a structure of composition C19H57CaF2NO23S2. The level of theory is ωB97M-V/def2-TZVPD.

```
105
Properties=species:S:1:pos:R:3:lowdin_charge:R:1
O 12.4669 14.8328 9.4135 -0.05
H 10.9766 9.1077 14.6998 0.09
H 9.7318 13.9642 13.9690 0.11
O 13.7792 12.6184 11.5676 -0.10
H 11.4225 13.4253 15.3891 0.04
O 13.7081 16.9935 15.3235 -0.05
H 10.8984 7.2810 13.3798 0.13
O 7.1299 11.6826 14.9212 -0.10
O 14.0418 9.2402 9.4785 -0.08
O 12.4735 11.8111 14.5446 -0.50
O 14.7397 6.3381 8.5019 -0.07
O 10.8560 10.3771 7.9348 -0.24
F 12.2574 11.8156 9.2246 -0.18
H 13.8581 16.2902 7.9823 0.12
O 16.3728 14.0516 10.8173 -0.09
C 13.7325 6.7906 9.3816 -0.22
H 12.9449 6.0728 9.1522 0.11
H 13.0617 17.7060 8.1434 0.12
H 12.6950 16.6229 10.2724 0.13
C 13.1709 8.2377 9.0210 -0.20
H 11.5180 14.3360 11.1450 0.06
H 11.5301 15.8700 14.6118 0.12
O 10.7107 9.3612 13.8129 -0.14
O 6.5825 6.6014 15.9872 -0.07
C 7.8263 7.8565 14.4756 -0.25
H 11.1908 16.4468 9.3924 0.13
H 8.0602 8.8438 14.0772 0.10
O 10.0888 12.5916 8.6888 -0.26
H 12.8003 10.2785 15.6372 0.01
H 17.0183 12.8495 12.4101 0.11
C 12.8335 16.6408 8.1063 -0.24
C 15.1513 10.1243 16.3250 -0.21
N 10.3823 10.8252 10.6454 -0.38
H 15.0095 10.7662 17.1944 0.12
C 9.8175 13.8503 11.8335 -0.25
O 12.7856 9.4918 16.1872 -0.08
H 14.2649 6.3221 7.6677 0.08
H 15.1548 11.4132 12.5798 0.10
H 12.4291 16.5296 6.1269 0.09
O 7.6890 7.0712 13.2903 -0.06
H 13.1603 8.1031 13.3665 0.12
H 8.7872 13.5554 18.3806 0.10
H 8.0983 11.7123 17.4792 0.13
H 10.3005 17.1842 13.7396 0.09
H 12.2526 8.4412 9.5718 0.10
H 11.9191 14.5286 8.6862 0.09
H 13.4455 9.6246 11.3171 0.05
H 12.6234 12.6974 16.4644 0.07
O 7.9794 13.6740 17.8758 -0.04
O 9.1993 8.7558 9.7002 -0.29
H 13.1174 13.6544 15.1599 0.06
H 8.7547 7.4946 14.9176 0.12
C 11.0169 8.2805 12.9615 -0.20
C 13.4120 16.7738 13.9375 -0.21
H 9.6535 14.9051 11.6128 0.14
H 14.8646 9.1146 9.0001 0.10
H 13.6461 17.9290 15.5297 0.09
H 12.6992 7.7026 11.6972 0.10
C 12.2455 16.1718 9.3877 -0.28
H 7.8722 6.1923 13.6305 0.07
H 9.1152 12.7592 16.5370 0.11
O 11.1643 17.5790 13.5997 -0.04
H 12.9325 8.4178 7.9728 0.12
H 14.1711 8.2910 17.0263 0.11
H 15.7815 13.9110 12.7865 0.11
H 13.8064 13.2012 10.8052 0.07
H 8.1591 13.7686 13.2222 0.13
C 9.2034 13.4626 13.1583 -0.21
C 12.3765 12.8991 15.4221 -0.26
H 11.7551 15.9383 12.8498 0.10
C 14.1330 9.0171 16.2143 -0.24
H 13.9326 15.9049 13.5350 0.10
S 9.1057 10.1774 10.1205 0.49
C 6.9902 12.7396 15.9211 -0.16
Ca 11.3771 11.3569 12.5615 1.46
C 15.0777 12.0689 11.7124 -0.20
H 9.2443 13.3876 11.0300 0.11
H 6.9570 5.9763 15.3621 0.06
H 16.1644 9.7220 16.3246 0.12
H 6.8832 13.6145 15.2798 0.12
H 13.6883 17.5300 13.2027 0.12
O 15.1821 10.9278 15.1200 -0.09
C 8.1133 12.6688 16.9567 -0.28
O 12.9757 9.6709 12.1530 -0.16
H 14.3193 11.3438 15.0554 0.01
H 10.2609 8.2916 12.1764 0.10
H 16.7063 14.9323 11.0038 0.07
S 10.7268 11.3333 9.0294 0.59
H 14.0969 6.5692 10.3847 0.12
C 6.5384 7.8596 15.2769 -0.20
H 6.0339 12.5649 16.4141 0.13
H 5.6728 7.8629 14.6145 0.12
H 6.3028 11.2049 14.8243 0.10
F 8.5388 9.8855 11.6252 -0.22
C 12.5156 8.3790 12.5321 -0.16
O 12.0714 16.2142 6.9600 -0.05
C 11.9218 16.4670 13.7883 -0.30
C 16.0790 13.2190 11.9986 -0.18
O 9.3417 12.0955 13.4860 -0.16
H 15.3383 11.4347 10.8651 0.12
O 11.1696 13.6130 11.6718 -0.14
H 8.6073 11.9284 14.0813 0.04
O 7.9417 10.9480 9.5806 -0.26
H 14.3325 8.3576 15.3697 0.10
H 6.4871 8.7166 15.9485 0.11
```

Values from the calculation:
Max |F|: 0.243 hartree/bohr
Molecular weight: 809.86 g/mol
Orbital gap: 8.017 eV
E_tot: -4216.94515 Ha

No. 4
This record from the OMol25 dataset describes a structure of composition C17H21AsBClN8O6S2Zr. The level of theory is ωB97M-V/def2-TZVPD.

```
58
Properties=species:S:1:pos:R:3:nbo_charge:R:1
C 1.0240 3.5335 -0.4690 -0.02
C -3.3288 -0.6156 -3.6481 -0.29
N 2.6488 -0.0493 -0.1122 -0.42
B 2.7340 1.4446 1.9081 0.54
C -2.5647 0.0605 -2.6965 0.43
H 0.3793 3.6335 -1.3175 0.24
C 4.6368 0.0581 0.7981 0.01
H 2.3498 0.8487 4.6159 0.23
H 3.0589 -1.3500 -1.6776 0.24
C -3.0984 1.1614 -2.0231 -0.43
Zr 0.3764 0.0430 -0.1951 2.09
H -1.2413 -4.0358 -0.4871 0.39
O -2.5028 3.3445 -0.6826 -0.93
H -1.0890 -0.9289 2.7270 0.25
H 5.3672 0.3811 1.5280 0.23
C 2.3721 3.9003 1.2231 0.00
C 4.7495 -0.7466 -0.3242 -0.34
H -2.8974 -1.4636 -4.1709 0.22
C 3.4694 -0.7869 -0.8581 0.02
O 0.7303 -1.4876 -1.5616 -1.22
N 2.1383 2.5905 1.1017 -0.32
S -1.8998 2.2015 -1.2820 2.47
N 3.3697 0.4544 0.9064 -0.30
N 1.6209 0.7144 2.6725 -0.30
H -1.9955 -5.3029 1.2131 0.20
H -2.6102 -3.6378 1.4670 0.22
C -5.1814 0.8654 -3.1784 -0.24
C -4.6261 -0.1958 -3.8900 -0.17
N -0.5586 -3.9388 1.9077 -0.59
H -5.2090 -0.7311 -4.6248 0.22
O -1.3213 -0.3430 -2.3370 -0.86
As 0.3120 -0.6536 -3.0266 1.78
N -0.2561 -3.8437 -0.3689 -0.79
H 3.0360 4.2546 1.9987 0.22
H 5.6271 -1.2261 -0.7052 0.23
H 0.0840 -0.6210 5.1952 0.23
N 0.5481 0.1795 2.0663 -0.43
H 0.1439 -3.2326 -1.0776 0.44
H -6.2108 1.1568 -3.3598 0.22
H -0.2269 -3.5674 2.7912 0.42
H 3.5446 1.8638 2.7016 -0.03
C 0.4258 -0.2702 4.2432 -0.34
O -0.9711 2.4139 -2.3833 -1.02
O 1.0326 0.8482 -2.2982 -1.06
H 0.4925 1.6396 -2.5389 0.54
Cl -1.6782 -1.2722 0.4104 -0.56
H 1.6711 5.6179 0.0280 0.23
H -4.7941 2.4154 -1.7090 0.24
C -0.1795 -0.4307 2.9998 0.02
O -1.2210 1.4510 -0.1987 -1.04
C -4.4086 1.5579 -2.2376 -0.14
S 1.5652 -2.6105 1.1067 -0.24
N 1.2871 2.3409 0.0842 -0.37
C -1.9265 -4.4125 1.8388 -0.44
C 0.1673 -3.5405 0.8581 0.38
H -2.2214 -4.7029 2.8471 0.22
C 1.5710 0.4632 3.9795 0.02
C 1.6849 4.5595 0.2223 -0.34
```

Values from the calculation:
Max |F|: 0.024 hartree/bohr
Molecular weight: 709.95 g/mol
Orbital gap: 8.392 eV
E_tot: -5114.52219 Ha
Energy above the lowest of the compared OMol25 structures with the same formula, charge and spin: 0.0 kJ/mol

No. 5
This record from the OMol25 dataset describes a structure of composition C3H2InO3. The level of theory is ωB97M-V/def2-TZVPD.

```
9
Properties=species:S:1:pos:R:3:lowdin_charge:R:1
In -0.8025 -1.1342 1.0316 1.24
C -0.1458 0.9904 -0.8436 -0.05
O -1.4107 -0.9860 -0.7365 -0.22
O 0.0057 0.5497 1.2055 -0.15
H 2.4433 0.0310 0.8009 0.15
O 1.9097 0.0620 -0.0013 0.16
H 0.0575 1.8813 -1.4448 0.12
C -1.0708 0.0554 -1.4547 0.08
C 0.8062 0.8342 0.1957 -0.34
```

Values from the calculation:
Max |F|: 0.142 hartree/bohr
Total charge: +1
Molecular weight: 200.86 g/mol
Orbital gap (spin up / spin down): 7.166 / 6.418 eV
E_tot: -530.86251 Ha
Energy above the lowest of the compared OMol25 structures with the same formula, charge and spin: 379.7 kJ/mol

No. 6
This record from the OMol25 dataset describes a cluster of 2 separate species, C9H14 in total. The level of theory is ωB97M-V/def2-TZVPD.

```
23
Properties=species:S:1:pos:R:3:nbo_charge:R:1
H -1.0394 -3.8974 -0.4030 0.21
C -1.4339 -1.8288 -0.2475 -0.22
H 0.8259 0.5595 -0.8143 0.21
H -2.5034 -1.9070 0.1439 0.22
C 1.9087 1.9793 1.8728 -0.58
C 0.3231 -0.4285 -0.9189 -0.22
H -2.6790 0.6772 -1.6782 0.24
H 2.1419 1.0347 1.3407 0.20
H 1.1249 -3.6472 -1.7160 0.22
C -1.8958 0.6642 -0.8424 -0.66
C -0.5962 -2.9465 -0.6187 -0.21
H 2.4657 2.7355 1.6879 0.18
H 0.1909 2.7108 0.5240 0.21
H 0.0041 2.7799 2.2517 0.20
C 1.0835 -1.4783 -1.3594 -0.21
C -0.9841 -0.4957 -0.6278 -0.01
H 1.9885 1.8012 3.0038 0.20
H -2.3862 1.0880 0.0760 0.23
C 0.3629 2.1180 1.4166 -0.63
H -0.0668 1.1016 1.4853 0.22
C 0.6737 -2.8050 -1.2771 -0.22
H -1.3377 1.5149 -1.2187 0.22
H 1.8287 -1.3305 -2.0808 0.21
```

Values from the calculation:
Max |F|: 0.164 hartree/bohr
SMILES: Cc1ccccc1.CC
Molecular weight: 122.21 g/mol
Orbital gap: 9.918 eV
E_tot: -351.23623 Ha
Energy above the lowest of the compared OMol25 structures with the same formula, charge and spin: 246.7 kJ/mol

No. 7
This record from the OMol25 dataset describes a structure of composition C4H6CeO2. The level of theory is ωB97M-V/def2-TZVPD.

```
13
Properties=species:S:1:pos:R:3:lowdin_charge:R:1
H 0.0591 -1.6642 -0.3552 0.16
O 2.2121 0.8934 -0.0362 -0.38
O -2.9379 0.8193 0.2730 0.16
C -1.9147 0.1021 -0.1261 -0.12
C -0.6038 0.2832 0.2388 -0.19
H -2.6783 1.6733 0.6492 0.14
H 0.3456 -0.7377 1.3638 0.22
H 2.0474 -0.8000 -1.2351 0.15
H -2.1934 -0.6274 -0.8964 0.18
C 1.8789 -0.4456 -0.1990 -0.25
H 2.5252 -1.0739 0.4428 0.16
Ce 0.8400 2.3440 -0.2912 1.94
C 0.4200 -0.7664 0.1715 -0.16
```

Values from the calculation:
Max |F|: 0.046 hartree/bohr
Total charge: +2
Molecular weight: 226.21 g/mol
Orbital gap (spin up / spin down): 8.111 / 7.727 eV
Spin multiplicity: 3
E_tot: -780.84799 Ha
Energy above the lowest of the compared OMol25 structures with the same formula, charge and spin: 0.0 kJ/mol

No. 8
This record from the OMol25 dataset describes a structure of composition C45H39N5O4ReS4. The level of theory is ωB97M-V/def2-TZVPD.

```
98
Properties=species:S:1:pos:R:3:lowdin_charge:R:1
C -5.1118 -0.1827 -3.9797 -0.04
C -1.2495 1.1135 3.2017 -0.07
C -3.4016 0.6819 4.9219 -0.04
H -3.3033 6.1514 -2.5267 0.12
C -1.2458 3.7179 -1.4383 -0.34
H -4.2306 0.5172 5.5968 0.12
H 3.9921 -0.9623 0.9046 0.13
H 0.7285 5.4271 -1.5104 0.12
C -5.5735 -1.9272 2.9993 -0.04
C -2.5746 4.5053 -3.6994 -0.04
C -2.1638 0.0992 5.1744 -0.02
H -4.0308 6.8025 3.6497 0.12
C 2.4602 6.0221 -0.3844 -0.04
C -4.4686 -1.2551 -3.3710 -0.04
C -3.4338 -1.5267 1.9759 -0.05
H 4.1126 6.3896 0.9263 0.12
H -5.8297 0.4721 0.6111 0.11
N -1.6596 -0.2264 -0.0521 -0.42
H -5.5233 2.9113 0.9655 0.10
H -0.5611 -1.6986 -5.0772 0.12
S -2.6926 2.6765 1.5114 0.94
H -4.4728 -2.2282 -3.8426 0.12
C -1.1215 2.9492 -2.5849 -0.06
C -5.3945 -0.2728 1.2676 -0.06
C -3.8644 0.1731 -1.5630 -0.31
N -1.3553 3.4536 1.2655 -0.34
C -6.1219 4.7287 1.9612 -0.04
H -0.1040 0.1874 -6.8930 0.08
C 0.9247 -0.1265 -6.7131 -0.03
H -0.4290 1.2892 2.5205 0.07
C -4.3581 5.9534 3.0659 -0.03
N 0.1846 1.8155 -0.1509 -0.42
H -2.0325 -0.5167 6.0543 0.12
H -2.3886 5.0806 2.9256 0.12
C 3.2110 5.8145 0.7641 -0.04
O 3.1983 -2.5597 -0.9448 -0.21
C 2.2650 0.0970 -4.5914 -0.02
H 1.3646 3.3515 2.1961 0.11
C -1.0906 0.3091 4.3177 -0.02
H 3.4045 0.1441 -2.7677 0.12
H -2.1001 5.4352 -0.4690 0.12
H -3.3260 -1.9043 -1.6627 0.12
H 3.5384 0.7429 1.1645 0.13
H -3.7726 -2.9672 3.5236 0.12
H -7.1638 4.6318 1.6886 0.12
C -3.8855 3.9199 1.9181 -0.33
C 0.5646 -1.6503 -3.2613 -0.06
H -1.7141 2.7733 -4.6337 0.12
S 2.0968 -1.6666 -0.9873 0.64
C -5.2142 3.7636 1.5570 -0.06
H 1.5989 0.6474 -7.0739 0.08
H -7.2225 -0.7587 2.2680 0.12
O 0.9744 -0.5026 1.9169 -0.19
C 1.6903 -1.1367 -2.6277 -0.32
C -4.2173 -2.2073 2.8952 -0.04
C -3.5780 1.4869 3.8101 -0.05
H -0.1280 -0.1474 4.5091 0.12
H 1.0982 -1.0240 -7.3096 0.10
N -3.2932 1.9011 0.3018 -0.35
N 2.3200 -0.2604 -0.2035 -0.34
H 2.7691 6.7621 -1.1095 0.12
H -3.0854 4.8254 -4.5981 0.12
C -5.1193 1.0688 -3.3789 -0.05
Re 0.3249 -0.1094 0.0200 1.55
H -4.5341 1.9526 3.6075 0.12
C -6.1632 -0.9623 2.1891 -0.04
C -2.6946 5.2575 -2.5358 -0.04
C 0.3057 -1.2901 -4.5722 -0.02
H -6.4122 6.5615 3.0323 0.12
C 1.6845 4.1091 1.4899 -0.06
C -1.7991 3.3531 -3.7244 -0.05
H 2.9269 0.7797 -5.1087 0.12
C -4.4936 1.2575 -2.1561 -0.07
H -6.1810 -2.4711 3.7101 0.12
O 0.7973 -2.1440 -0.4115 -0.42
C 2.5390 -0.2551 -3.2817 -0.05
O 2.7105 -0.9237 3.2589 0.13
C 1.3139 5.2751 -0.6125 -0.04
H -2.3747 -1.7252 1.8677 0.11
H -0.5043 2.0597 -2.5662 0.10
H -0.0834 -2.3396 -2.7342 0.11
H -4.4799 2.2208 -1.6648 0.10
C -3.4371 4.9998 2.6697 -0.05
H 3.4053 4.7127 2.6015 0.12
H -5.6243 1.8977 -3.8567 0.12
C 3.1616 -0.2627 0.9752 -0.13
H -5.6116 -0.3257 -4.9283 0.12
C -5.6963 5.8153 2.7150 -0.03
C 1.1622 -0.4317 -5.2632 -0.25
C 2.2659 -0.6220 2.1879 -0.57
C -2.4917 1.6810 2.9659 -0.31
S -3.0381 0.3115 0.0044 0.84
C -2.0243 4.8663 -1.3884 -0.07
C 2.8208 4.8666 1.7047 -0.04
C -3.8351 -1.0829 -2.1531 -0.05
S -0.3706 3.1897 0.0203 0.85
C 0.9491 4.3318 0.3329 -0.31
C -4.0410 -0.5677 1.1829 -0.32
```

Values from the calculation:
Max |F|: 0.049 hartree/bohr
Total charge: +2
Molecular weight: 1028.31 g/mol
Orbital gap (spin up / spin down): 6.531 / 6.625 eV
Spin multiplicity: 2
E_tot: -3983.21599 Ha
Energy above the lowest of the compared OMol25 structures with the same formula, charge and spin: 29.9 kJ/mol